Entry 1:
60
Properties=species:S:1:pos:R:3:forces:R:3 method="wB97M-V/def2-TZVPD" lumo_ev=1.80 total_energy_ev=-40606.5908 homo_ev=-1.8168 multiplicity=1 charge=-1 largest_force_ev_per_a=0.5
Rb 0.4075 -0.5416 0.6128 0.490 0.171 0.160
C -5.1974 2.1119 0.1936 -0.087 0.020 -0.078
C -0.0163 -0.2047 -4.8547 -0.044 0.135 -0.067
H 1.5105 -4.1080 4.6961 -0.001 0.003 -0.007
C 1.5375 -4.8697 3.9187 0.054 0.007 0.050
C -5.0826 1.6743 -1.1011 -0.054 0.078 0.097
H 1.4246 -2.4367 -5.2369 0.005 -0.017 -0.001
C 2.9197 1.3144 0.4965 -0.055 -0.062 0.093
H 3.1256 0.3194 0.8788 -0.009 -0.027 -0.055
H -5.0689 2.7953 2.7929 0.004 0.003 0.011
C -3.9619 0.9658 -1.5395 0.051 -0.043 0.030
C 5.0595 2.1457 1.4376 0.016 0.030 -0.001
C 3.8552 2.3301 0.6831 -0.006 0.008 0.018
C -1.3096 -0.1186 -2.2840 -0.158 0.083 -0.013
C 0.9287 -2.4047 -4.2735 -0.011 -0.043 0.075
C -4.2080 2.2317 2.4504 0.026 0.008 0.062
H -1.2734 0.9217 3.4478 0.022 0.043 0.001
C -2.8945 0.6469 -0.6922 0.000 -0.089 -0.270
C 0.1396 -1.2763 -3.9562 -0.019 -0.036 0.147
C 1.0671 -3.4210 -3.3729 0.064 0.020 -0.162
H -1.5631 -4.6941 1.8146 -0.004 -0.004 -0.012
N -1.8258 -0.1077 -1.0376 -0.023 -0.076 -0.020
H -1.4256 -2.8448 0.0611 -0.008 0.079 -0.043
C -3.0135 1.0861 0.6831 -0.177 0.086 0.139
C -1.4056 0.9194 -3.2236 -0.026 -0.019 0.093
C 0.4087 -3.3061 -2.1389 -0.091 0.064 0.127
C 3.6897 3.6496 0.1500 0.031 0.015 0.013
N -0.3323 -2.2772 -1.8006 0.007 -0.189 0.005
H -5.8774 1.8826 -1.8092 -0.001 -0.007 -0.001
H -2.3908 -2.3598 1.3622 -0.023 -0.038 0.002
C 5.9659 3.1632 1.6427 -0.028 -0.004 -0.017
N -1.5002 -2.7295 1.0671 -0.103 0.075 -0.039
H -6.0585 2.6748 0.5327 -0.005 -0.006 -0.013
C -2.0967 1.1905 2.7919 0.049 -0.155 -0.147
H 4.4241 5.6342 -0.0620 -0.013 -0.003 -0.006
H 5.2556 1.1658 1.8635 -0.016 -0.005 -0.001
H 6.4854 5.2370 1.2844 -0.006 -0.001 -0.004
H -3.1906 2.2398 4.3318 0.002 -0.013 0.002
C -0.4869 -1.2519 -2.6775 0.026 0.004 -0.183
H -0.8784 1.7218 -5.1324 0.000 0.004 0.001
H 0.4759 -0.2400 -5.8184 -0.001 0.015 0.002
N -1.0743 -3.8132 1.8090 -0.033 0.001 0.062
H 2.8025 3.8590 -0.4400 -0.006 -0.011 0.001
H 0.5031 -4.0987 -1.4002 0.013 0.000 0.005
H 1.6104 -5.8586 4.3621 -0.021 -0.005 -0.011
H 6.8587 2.9595 2.2283 -0.002 -0.010 0.001
C -0.7725 0.8739 -4.4651 0.088 -0.119 -0.066
C 5.7679 4.4429 1.1187 0.046 0.043 0.012
C -3.1835 1.9254 3.2962 -0.069 0.086 0.089
C -4.1600 1.8174 1.1025 0.166 -0.111 -0.072
H -3.9267 0.6249 -2.5654 0.024 0.004 -0.005
O 0.8024 -2.7386 2.5713 -0.118 -0.115 0.082
O 0.3234 -4.8680 3.1676 -0.058 0.013 0.023
H 1.6729 -4.2917 -3.5870 -0.003 -0.002 0.000
H 2.3927 -4.6808 3.2720 -0.011 0.007 -0.010
C 4.6089 4.6528 0.3667 0.003 -0.023 0.003
N -2.0094 0.7832 1.5485 -0.149 0.125 0.107
H 2.0531 1.4792 -0.1335 0.070 0.052 -0.075
C 0.0731 -3.7037 2.5238 0.196 -0.042 -0.144
H -1.9653 1.8053 -2.9576 -0.017 -0.004 0.009

Entry 2:
63
Properties=species:S:1:pos:R:3:forces:R:3 method="wB97M-V/def2-TZVPD" lumo_ev="-6.96 / -7.26" total_energy_ev=-186908.2187 homo_ev="-13.7871 / -14.0064" multiplicity=5 charge=+2 e_above_lowest_ev=0.356 s2=6.0546 largest_force_ev_per_a=1.1
H 4.5670 -3.2656 4.5213 -0.017 0.006 0.003
H 0.5264 3.5765 -3.6313 -0.009 0.001 0.000
C -0.2914 2.4425 -2.0088 0.062 0.016 -0.038
C -2.8975 0.3928 0.5837 -0.157 0.090 0.048
H -3.7475 3.4477 -3.3992 0.004 -0.007 0.010
As 1.2847 -2.8751 -2.9750 -0.196 0.282 0.151
P -1.2677 1.0155 0.1211 0.234 -0.461 0.009
C -3.3067 -0.9021 0.3001 0.167 -0.400 -0.177
C -4.5580 -1.3902 0.6159 -0.070 0.143 0.088
C -0.6259 3.4593 1.3225 0.092 0.072 0.007
C 4.3930 -0.3959 2.7554 0.166 0.024 0.035
H 5.8675 -1.2015 4.0748 -0.004 -0.011 0.004
Fe 0.1169 -0.9746 -0.4466 -0.896 0.554 0.019
H 1.9320 -1.1127 -4.5887 -0.003 0.003 0.001
O 2.5852 -1.1452 -0.4746 0.569 -0.268 -0.024
H 2.3512 -3.5937 3.4571 0.009 0.002 0.002
Cl 5.3111 1.0336 2.4745 -0.057 -0.028 -0.030
H -3.6080 2.0467 -1.3806 0.011 0.004 0.004
C -5.4489 -0.5404 1.2581 -0.019 -0.074 -0.025
H 1.5416 -4.5704 -1.1899 0.011 -0.016 0.001
C -2.7794 3.1675 -3.0064 0.015 -0.025 0.022
C -0.3757 3.2384 -3.1391 -0.034 -0.028 0.033
H -3.5196 2.2278 1.5026 -0.007 -0.004 0.004
C 4.9040 -1.3617 3.6123 -0.079 -0.040 -0.037
H -6.4355 -0.9034 1.5131 0.008 0.011 0.009
H -4.8286 -2.4073 0.3703 -0.006 0.007 0.009
C -5.0758 0.7573 1.5778 0.048 0.018 0.005
Cl 0.8200 -2.0910 1.7560 0.335 0.244 0.233
H 2.6973 -4.8493 -2.5109 0.008 -0.002 0.018
H 0.6858 2.1632 -1.6276 -0.017 -0.012 0.026
C 3.1512 -0.5592 2.1400 0.049 0.097 0.173
C 2.4365 -1.7259 2.4253 -0.364 -0.312 -0.065
C -3.8115 1.2163 1.2456 -0.021 0.032 0.016
H -0.7932 3.9220 0.3579 -0.027 -0.013 0.004
C -2.6993 2.3781 -1.8665 -0.036 0.032 -0.031
C 2.4955 -1.7824 -3.9421 0.134 0.156 -0.062
Cl -2.2104 -2.0404 -0.5117 -0.343 0.193 0.252
H -0.4753 -4.4694 -3.6187 -0.022 -0.029 -0.050
C -0.2502 4.2457 2.4074 -0.006 -0.047 -0.030
H -0.3471 -3.1499 -4.8054 -0.008 -0.010 -0.011
C -0.1929 2.2894 3.8113 0.015 0.031 -0.002
O 0.2267 -1.9126 -2.0517 0.452 -0.456 -0.523
C 2.9274 -2.7003 3.2630 0.131 -0.013 0.037
H 3.1421 -2.4182 -4.5465 -0.002 0.006 -0.005
C 4.1714 -2.5079 3.8585 0.001 0.032 -0.029
H -0.0361 1.8392 4.7829 -0.009 0.000 -0.007
C 2.2418 -4.0919 -1.8730 0.076 -0.129 0.131
H 0.2519 4.2779 4.4888 -0.001 -0.007 -0.004
H -1.6886 4.2193 -4.5211 -0.008 -0.004 0.008
C 0.2140 -3.8508 -4.1905 -0.220 -0.108 -0.077
H 0.8425 -4.4790 -4.8197 0.009 0.001 0.000
H -5.7675 1.4108 2.0913 -0.001 0.001 -0.015
H 3.0155 -3.5698 -1.3152 -0.021 0.014 0.004
H -0.1359 5.3140 2.2823 0.000 -0.007 -0.006
C -1.6223 3.5994 -3.6368 0.021 0.021 -0.028
C -1.4534 2.0186 -1.3605 -0.068 0.051 -0.059
C -0.7771 2.0871 1.4840 -0.050 0.103 0.020
C -0.0336 3.6629 3.6455 -0.001 -0.017 0.014
H -0.6967 0.4351 2.8736 -0.003 -0.002 -0.021
S 2.4641 0.7468 1.2034 -0.292 -0.225 -0.120
H 3.0980 -1.2077 -3.2427 0.018 0.015 -0.002
N 2.0546 -0.0886 -0.2310 0.453 0.515 0.043
C -0.5595 1.5030 2.7343 -0.023 -0.020 0.036

Entry 3:
59
Properties=species:S:1:pos:R:3:forces:R:3 method="wB97M-V/def2-TZVPD" lumo_ev=4.20 total_energy_ev=-63614.1879 homo_ev=-0.4052 multiplicity=1 charge=-2 e_above_lowest_ev=0.737 largest_force_ev_per_a=3.9
C 1.2652 -1.4761 1.3950 -0.061 -0.067 -0.034
H 2.0140 -3.4715 -1.2574 0.016 -0.005 -0.005
C 2.2627 -1.9123 2.2615 0.101 -0.081 -0.007
N 0.5176 1.2757 0.9625 -0.120 -0.517 1.118
C -4.1816 -1.5745 1.5563 0.102 0.103 -0.024
H 3.9486 -3.2112 2.5595 -0.001 -0.004 0.005
H -3.3646 -3.5500 1.7400 0.009 -0.022 0.003
H -0.5567 -1.7680 4.1001 0.011 0.013 0.023
H -3.8503 -1.4071 -3.4815 0.047 -0.043 -0.008
H -3.0419 0.1651 -3.3709 0.029 -0.012 0.118
C 1.2442 4.1361 -4.1912 -0.017 -0.123 0.066
C -1.5125 -0.6950 1.6206 -0.080 -0.103 0.154
C 3.1691 -2.8979 1.8745 -0.104 0.087 -0.025
S 2.7354 1.8472 -3.3406 0.108 0.540 -0.479
C -1.8354 -2.8003 -2.0630 0.097 -0.326 -0.140
C 2.4662 3.3932 -4.1997 -0.110 -0.115 0.106
C -3.1477 -2.4901 1.6823 0.150 0.129 -0.017
C -2.5647 0.2132 1.4751 0.105 -0.033 0.020
H 1.3274 2.4129 5.9187 -0.007 -0.006 0.019
H 4.3461 5.4621 -6.2070 0.012 0.009 -0.009
C -2.2186 -1.3297 -2.0342 0.841 0.553 0.151
C 3.0849 -3.4626 0.6103 -0.003 0.014 0.015
H -4.6821 0.5053 1.3316 0.006 -0.013 0.004
C 0.3042 0.1356 3.6184 0.114 -0.077 -0.049
H 2.1935 6.7741 -6.1892 0.007 -0.001 -0.002
C 3.5398 3.9252 -4.9441 -0.025 -0.233 0.149
C 1.1877 -2.0587 0.1201 -0.087 0.056 0.061
C 0.8317 1.3119 4.1443 -0.074 -0.099 0.010
Ba 0.2783 1.1363 -1.5575 2.025 2.657 -0.468
C -0.0501 -0.6826 5.8756 0.061 0.151 -0.146
H 0.4117 -1.7355 -0.5803 0.101 -0.011 0.138
H 4.4597 3.3492 -4.9427 -0.015 0.017 0.000
C -2.8805 -0.9139 -3.3371 -0.163 -0.042 -0.359
S -0.2455 3.6524 -3.3319 0.387 0.296 -0.363
H 1.1537 2.0721 3.4384 0.001 -0.005 0.026
H -2.6978 -3.4516 -2.2542 0.007 0.042 0.000
H -1.3843 -3.1082 -1.1158 -0.042 0.070 -0.020
H -2.3269 1.2672 1.3747 0.033 -0.020 -0.009
P 0.2076 0.0055 1.7545 -0.080 0.445 -0.160
H 0.2798 5.8934 -4.9101 0.030 -0.021 0.005
H 2.3490 -1.4703 3.2475 0.001 0.004 -0.006
H -5.2108 -1.9120 1.5152 0.008 0.000 0.016
C -0.1339 -0.8512 4.4980 -0.052 -0.117 0.066
H -2.2315 -1.1668 -4.1830 -0.026 0.012 0.048
C -3.8835 -0.2179 1.4516 0.047 -0.068 -0.041
O -1.0836 -0.5272 -1.7954 -2.670 -2.860 -0.407
H -1.0254 -2.7764 1.8083 0.000 -0.004 0.002
C 0.9171 1.4904 5.5238 0.015 0.016 -0.133
H -0.4002 -1.4650 6.5388 0.002 0.010 0.019
C 0.4788 0.4973 6.3912 -0.026 -0.059 -0.096
H 3.7997 -4.2161 0.3002 -0.009 -0.008 0.013
C 2.2885 5.8384 -5.6469 0.093 -0.193 0.081
C 2.0894 -3.0434 -0.2652 -0.124 0.129 0.101
H -2.9549 -1.2021 -1.2306 -0.100 0.095 0.228
C 1.2141 5.3404 -4.9255 -0.192 -0.114 0.143
C -1.8243 -2.0482 1.7189 -0.135 -0.069 -0.042
H -1.0971 -2.9609 -2.8588 -0.054 -0.006 0.064
C 3.4786 5.1129 -5.6564 -0.202 0.017 0.069
H 0.5422 0.6413 7.4634 0.012 0.011 0.008